ORCA calculation (ωB97M-V/def2-TZVPD) on C13H23CaINP as an isolated structure at a distorted geometry.

Element x y z (Å)
C 0.66874 3.73192 -3.54063
C -0.64442 3.21314 -3.53982
C -0.94084 1.96434 -2.92203
C 0.08818 1.32937 -2.28803
C 1.36616 1.78269 -2.25764
C 1.66568 3.00691 -2.89315
C -2.31720 1.35721 -2.77442
C -2.22002 0.10838 -1.86233
N -1.94201 -1.19100 -2.53001
Ca -0.63828 -1.70307 -0.87992
C 2.44961 1.06807 -1.51329
P 1.81366 -0.49562 -0.78871
H -1.42021 3.79221 -4.04637
H 2.70264 3.32921 -2.87064
H 0.92650 4.71398 -3.96058
H 2.80131 1.69173 -0.66827
H 3.27640 0.82056 -2.20552
H -2.96381 1.99031 -2.15917
H -2.86239 1.15505 -3.71505
H -1.31139 0.28380 -1.16939
C 3.30550 -1.05544 0.08137
C 1.84458 -1.62212 -2.25055
H -3.08431 0.00839 -1.18138
C -1.86682 -1.13671 -4.00723
C -2.86072 -2.27106 -2.05525
H -0.36685 -2.03621 1.80372
H -2.78550 -1.58556 -4.43727
H -1.84685 -0.09756 -4.34807
H -0.95661 -1.61934 -4.40078
H -3.52778 -2.55152 -2.87758
H -2.29149 -3.17454 -1.73470
H -3.46780 -1.91464 -1.20663
H 2.86007 -1.54997 -2.65403
H 1.63248 -2.67445 -1.98046
H 1.12666 -1.32534 -3.02626
H 4.13348 -1.19623 -0.62681
H 3.58927 -0.32265 0.84724
H 3.08165 -1.99637 0.60833
H -0.10528 -2.86782 1.76496
I -1.54868 -0.08623 1.58187

Forces on the atoms, in the same order (eV/Å):
C -0.3 -0.4 0.4
C -0.2 -0.3 -0.1
C 0.8 2.0 -0.8
C 0.0 -3.2 1.0
C 0.5 2.1 -0.9
C 0.2 -0.6 0.2
C -0.6 -0.5 1.2
C 0.0 0.3 0.7
N -1.6 -0.3 -1.5
Ca 1.4 1.1 2.0
C 0.0 -0.3 0.1
P -0.3 0.6 0.2
H 0.0 -0.1 0.1
H -0.1 0.4 -0.1
H -0.4 -0.5 0.0
H 0.1 -0.3 -0.4
H 0.0 0.2 0.5
H 0.0 0.4 -0.3
H 0.2 0.3 0.5
H -1.3 0.7 -1.1
C 0.4 -0.5 0.2
C 0.2 -0.2 -0.3
H 0.0 0.1 -0.7
C -0.1 -0.1 -0.2
C -0.1 0.5 -0.4
H 0.8 -2.5 -0.1
H 0.6 0.1 0.0
H 0.3 -0.5 0.1
H -0.5 -0.1 0.2
H 0.1 -0.3 0.4
H -0.4 0.0 -0.3
H 0.3 -0.2 -0.2
H -0.2 -0.4 -0.2
H 0.4 0.1 0.0
H 0.2 0.2 0.2
H 0.0 0.0 0.3
H -0.1 -0.1 -0.2
H 0.2 0.2 -0.2
H -0.4 1.8 -0.1
I -0.4 0.2 0.0

frontier orbital gap	5.42	eV
net charge	0
multiplicity	1